(1)
Here is the ion C5H5BrNO2S with charge -1 from the OMol25 dataset. Energies are from ωB97M-V/def2-TZVPD.

Summary:
net charge = -1
highest occupied orbital energy = -4.58 eV
gap between HOMO and LUMO = 7.5 eV
ΔE to the lowest compared entry with this formula, charge and spin = 185.00 kJ/mol

CARTESIAN COORDINATES (ANGSTROEM)
1 C 2.0672 2.0647 0.0426
2 C 1.2735 1.0030 0.1224
3 C 1.7429 -0.2168 1.0050
4 C -2.2622 -0.9832 -0.3296
5 C -0.7844 -0.6279 -0.8127
6 N -2.7681 -2.0844 -0.5641
7 O 2.9421 -0.1937 1.2601
8 O 0.8800 -1.0408 1.3483
9 S -0.2927 1.1072 -0.7148
10 Br -3.1461 0.4479 0.6755
11 H 1.8169 2.9551 -0.5154
12 H 3.0148 2.0428 0.5558
13 H -0.6492 -1.0393 -1.8093
14 H -0.1460 -1.1374 -0.0625
15 H -3.6887 -2.2971 -0.2012

***

(2)
Here is a structure of composition C5H5BrO2 from the OMol25 dataset. Energies are from ωB97M-V/def2-TZVPD.

Summary:
highest occupied orbital energy (spin up / spin down) = -6.88 / -7.20 eV
gap between HOMO and LUMO (spin up / spin down) = 6.4 / 7.4 eV
ΔE to the lowest compared entry with this formula, charge and spin = 428.03 kJ/mol

CARTESIAN COORDINATES (ANGSTROEM)
1 C 0.6563 -0.4877 -0.4649
2 C 0.3730 -1.7776 0.0101
3 C -1.4254 -1.2977 1.5347
4 C -0.1599 0.6017 -0.3548
5 C 0.4306 1.8907 -0.7174
6 O -1.8619 -0.8110 2.5026
7 O -0.4306 -1.9863 1.0986
8 Br -1.9892 0.2672 -0.3083
9 H 1.6200 -0.5144 -0.8114
10 H 0.9775 -2.7116 -0.0298
11 H 1.0560 1.7648 -1.5140
12 H 1.0597 2.3562 0.1556
13 H -0.3060 2.7056 -1.1010

***

(3)
Here is a cluster of 2 separate species, C5H5BrO2S2 in total from the OMol25 dataset. Energies are from ωB97M-V/def2-TZVPD.

Summary:
highest occupied orbital energy = -9.38 eV
gap between HOMO and LUMO = 8.7 eV
ΔE to the lowest compared entry with this formula, charge and spin = 0.00 kJ/mol

CARTESIAN COORDINATES (ANGSTROEM)
1 C 0.6259 -1.7047 -0.5969
2 C 0.8536 -0.4125 -0.0846
3 C 0.1716 -2.6556 0.3005
4 C 0.5658 -0.4170 1.2276
5 C -1.5493 1.8950 -1.6830
6 O -1.6024 0.7084 -1.7969
7 O 2.2716 1.4963 1.7603
8 S -0.0109 -1.8985 1.8940
9 S 1.0110 0.9752 2.2924
10 Br -0.8188 2.2159 1.7322
11 H 0.8902 -1.9654 -1.6465
12 H 1.1911 0.4759 -0.6428
13 H -0.1444 -3.7659 0.3656
14 H -2.1046 2.3278 -0.7333
15 H -1.3502 2.7251 -2.3885

***

(4)
Here is an isolated molecule of C5H5Cl from the OMol25 dataset. Energies are from ωB97M-V/def2-TZVPD.

Summary:
highest occupied orbital energy = -9.01 eV
gap between HOMO and LUMO = 9.3 eV
ΔE to the lowest compared entry with this formula, charge and spin = 195.92 kJ/mol

CARTESIAN COORDINATES (ANGSTROEM)
1 C 0.1573 -0.6100 0.1502
2 C 1.1563 0.0924 -0.7938
3 C 1.5953 1.1826 -0.0338
4 C 0.5341 1.4659 1.2288
5 C -0.2450 0.2804 1.2711
6 H 0.4894 -1.6017 0.5615
7 H 1.6151 -0.1056 -1.7999
8 H 2.1094 2.1887 -0.2832
9 H 0.3936 2.3794 1.8475
10 H -0.8914 -0.3244 1.8732
11 Cl -1.3473 -1.0002 -0.7726

***

(5)
Here is an isolated molecule of C5H5Cl from the OMol25 dataset. Energies are from ωB97M-V/def2-TZVPD.

Summary:
highest occupied orbital energy = -9.05 eV
gap between HOMO and LUMO = 9.9 eV
ΔE to the lowest compared entry with this formula, charge and spin = 188.80 kJ/mol

CARTESIAN COORDINATES (ANGSTROEM)
1 C 1.9676 -0.0861 -0.0200
2 C 0.4717 -0.3909 0.0846
3 C -0.5142 0.4756 0.0442
4 C -1.8611 0.0333 -0.0014
5 C -3.0932 -0.0340 0.0228
6 H 2.3402 -0.7389 -0.8489
7 H 2.4400 -0.4442 0.9839
8 H 2.3137 0.9534 -0.2692
9 H 0.3361 -1.4627 0.0871
10 H -4.1091 -0.4780 -0.1077
11 Cl -0.2917 2.1725 0.0246

***

(6)
Here is a structure of composition C5H5Cl2NO4TbTl from the OMol25 dataset. Energies are from ωB97M-V/def2-TZVPD.

Summary:
net charge = +4
highest occupied orbital energy (spin up / spin down) = -23.07 / -23.12 eV
gap between HOMO and LUMO (spin up / spin down) = 8.1 / 3.4 eV
ΔE to the lowest compared entry with this formula, charge and spin = 266.51 kJ/mol
multiplicity = 7

CARTESIAN COORDINATES (ANGSTROEM)
1 Tl -0.0722 -0.1862 -4.8987
2 Tb -0.6115 -0.6812 0.7296
3 Cl -1.1374 2.1058 -5.4461
4 Cl 1.5097 -1.8313 0.8763
5 C -1.1059 -2.1575 2.4027
6 C -0.8282 0.4505 -8.0210
7 C 0.2978 -2.3161 -6.9038
8 O -1.3531 -2.9192 3.2377
9 O -1.1180 0.7585 -9.0707
10 O 0.4289 -3.1203 -7.6820
11 C 0.8478 0.1452 4.2838
12 C 0.2095 1.1143 3.3742
13 N 0.1557 2.4020 3.6734
14 O -0.3395 0.7537 2.2680
15 H 1.2685 0.6674 5.1601
16 H 1.6667 -0.3844 3.7772
17 H 0.1021 -0.5896 4.6220
18 H -0.3166 3.0262 3.0378
19 H 0.3958 2.7622 4.5794

***

We obtain molecular weight values of 223.071, 176.997, 241.131, 100.548, 100.548, 577.312 g mol⁻¹ for the records listed above, in that order.
We obtain largest force on an atom values of 2.38, 5.02, 4.41, 4.55, 3.56, 8.32 eV/Å for the records listed above, in that order.
We obtain electronic energy values of -91729.757, -79398.246, -101071.299, -17785.529, -17785.603, -67067.784 eV for the records listed above, in that order.